No. 1
# C3H12N4

A 2-piece molecular cluster, C3H12N4 overall in a non-equilibrium geometry (ωB97M-V/def2-TZVPD, the OMol25 dataset).

XYZ file:
```
19
Properties=species:S:1:pos:R:3:forces:R:3
N 1.888529 1.270179 -0.335633 -0.975 -0.813 -2.562
C -0.197013 -1.454658 1.185008 0.111 3.990 0.201
C 0.306438 -1.058003 -1.365048 0.395 -0.977 0.531
H 1.026180 -1.936911 -1.179706 -0.798 0.884 -1.096
H 1.278878 0.416513 1.511700 0.910 0.724 -1.290
H -2.819815 2.137273 -0.117996 -0.850 -0.574 -0.554
H 0.559278 -0.463403 -2.285968 0.424 -0.087 1.477
N -1.958379 1.703666 0.213312 1.195 0.192 0.076
H -1.352087 2.402703 0.687280 -0.170 -0.496 0.072
H -2.027233 -0.120525 -0.472165 -0.732 0.639 0.061
H -1.023057 -0.793751 1.630904 0.568 -1.643 -0.493
N 1.249669 0.364722 0.464180 -1.024 -1.936 1.166
N -1.490591 0.577488 0.073408 -1.411 1.627 -0.123
H 2.260232 0.951199 -1.277973 -0.664 0.085 1.941
H 0.545478 -1.410594 1.964874 0.148 -1.238 0.561
H 2.486713 1.866711 0.144496 1.304 0.983 1.069
C 0.409894 -0.574013 0.111836 1.405 -0.154 -2.244
H -0.664140 -1.519372 -1.681806 0.601 0.151 0.945
H -0.478972 -2.359225 0.729306 -0.434 -1.356 0.262
```
Positions in Å, forces in eV/Å.

HOMO level (spin up / spin down) = -17.9 / -17.9 eV
net charge = +2
energy above the lowest of the compared OMol25 structures with the same formula, charge and spin = 137.22 kcal per mole
gap between HOMO and LUMO (spin up / spin down) = 6.76 / 6.76 eV

No. 2
# C3H12NO

A 2-piece molecular cluster, C3H12NO overall in a non-equilibrium geometry (ωB97M-V/def2-TZVPD, the OMol25 dataset).

XYZ file:
```
17
Properties=species:S:1:pos:R:3:forces:R:3
H -0.355202 0.909356 -0.353674 0.850 0.045 0.628
H -2.682280 -0.957328 -0.638796 -1.741 0.048 1.757
C -0.445550 -1.220485 -0.313406 -1.970 0.340 -0.856
C -1.824685 -1.070078 -1.195231 3.409 -1.919 -1.825
H 2.405036 0.622501 0.230367 0.437 1.125 0.876
H -1.932559 -2.038561 -1.825818 0.086 1.642 1.031
H 0.254470 0.075760 1.291332 0.175 0.698 -3.418
N 1.739388 0.207689 -0.395814 -1.539 -2.185 -2.564
H 0.559304 2.062307 3.077293 -0.501 0.306 -1.871
H 2.255095 -0.786140 -0.620960 -1.000 1.227 0.469
O 0.297321 2.162939 2.111124 0.725 -1.281 2.168
H 1.725312 0.678173 -1.373471 0.448 -0.116 1.117
H -0.792056 -1.696617 0.602076 0.220 -0.150 0.063
H -1.843853 -0.227649 -1.888445 0.519 -0.037 -0.105
C 0.250082 0.093226 0.074071 0.077 -0.743 3.028
H 0.136078 3.081194 1.991892 -0.185 1.284 -0.078
H 0.254098 -1.896286 -0.772541 -0.010 -0.285 -0.419
```
Positions in Å, forces in eV/Å.

spin multiplicity = 2
HOMO level (spin up / spin down) = -3.6 / -11.4 eV
expectation value of S² = 0.751
net charge = 0
energy above the lowest of the compared OMol25 structures with the same formula, charge and spin = 35.71 kcal per mole
gap between HOMO and LUMO (spin up / spin down) = 4.10 / 11.80 eV